# 1
The following is a quantum chemistry calculation of an isolated molecule of C7H6FNO in a non-equilibrium geometry, from the Open Molecules 2025 dataset.

Output
* E: -500.03251 hartree
* orbital gap (spin up / spin down): 6.8 / 7.8 eV
* relative energy (zero: lowest compared OMol25 entry of this formula, charge and spin): 0.0000 eV
* spin multiplicity: 3

Bonds (Å) are listed after each position.
CARTESIAN COORDINATES (ANGSTROEM)
1 F -0.444 -1.933 -0.067  C2 1.352
2 C 0.350 -0.841 0.009  F1 1.352, C9 1.366, C10 1.448
3 H -3.600 0.806 -0.502  C12 1.089
4 C 2.269 -2.249 0.603  H5 1.068, C10 1.351, H15 1.074
5 H 1.696 -3.150 0.555  C4 1.068
6 N 0.699 1.538 -0.182  C9 1.372, C14 1.286
7 H 0.343 3.566 -0.237  C14 1.080
8 O -1.384 2.290 -0.267  C13 1.378, C14 1.352
9 C -0.110 0.430 -0.188  C2 1.366, N6 1.372, C13 1.476
10 C 1.760 -1.043 0.266  C2 1.448, C4 1.351, H11 1.095
11 H 2.079 0.004 0.275  C10 1.095
12 C -2.641 0.300 -0.404  H3 1.089, C13 1.304, H16 1.194
13 C -1.496 0.918 -0.323  O8 1.378, C9 1.476, C12 1.304
14 C -0.067 2.570 -0.147  N6 1.286, H7 1.080, O8 1.352
15 H 3.328 -2.351 0.748  C4 1.074
16 H -2.783 -0.856 -0.140  C12 1.194

=====

# 2
The following is a quantum chemistry calculation of an isolated molecule of C7H6N2O in a non-equilibrium geometry, from the Open Molecules 2025 dataset.

Output
* E: -454.87100 hartree
* orbital gap: 9.2 eV
* relative energy (zero: lowest compared OMol25 entry of this formula, charge and spin): 5.6851 eV
* SMILES string: C1=Nc2conc2[C@H]2C[C@@H]12

Bonds (Å) are listed after each position.
CARTESIAN COORDINATES (ANGSTROEM)
1 C -1.185 0.530 -0.663  C4 1.573, C7 1.698, C8 1.486, H14 1.076
2 N 1.093 -1.083 0.887  C3 1.359, C10 1.334
3 C 1.152 0.270 1.003  N2 1.359, C7 1.492, C15 1.382
4 C -1.104 -1.013 -0.367  C1 1.573, C8 1.430, C10 1.408, H11 1.097
5 H 2.756 1.471 2.316  C15 1.078
6 H -0.033 -2.617 0.054  C10 1.086
7 C 0.191 1.060 0.178  C1 1.698, C3 1.492, N9 1.313
8 C -0.846 -0.502 -1.678  C1 1.486, C4 1.430, H12 1.074, H13 1.264
9 N 0.231 2.262 0.706  C7 1.313, O16 1.351
10 C -0.022 -1.570 0.341  N2 1.334, C4 1.408, H6 1.086
11 H -1.853 -1.814 -0.353  C4 1.097
12 H -1.671 -0.488 -2.365  C8 1.074
13 H 0.185 -0.872 -2.307  C8 1.264
14 H -2.216 0.787 -0.836  C1 1.076
15 C 1.964 1.186 1.644  C3 1.382, H5 1.078, O16 1.366
16 O 1.358 2.393 1.438  N9 1.351, C15 1.366

=====

# 3
The following is a quantum chemistry calculation of an isolated molecule of C7H6N2O2 in a non-equilibrium geometry, from the Open Molecules 2025 dataset.

Output
* E: -530.22836 hartree
* orbital gap: 8.7 eV
* relative energy (zero: lowest compared OMol25 entry of this formula, charge and spin): 3.8821 eV
* SMILES string: NC(=O)c1cccc(N=O)c1

Bonds (Å) are listed after each position.
CARTESIAN COORDINATES (ANGSTROEM)
1 H -1.762 -2.039 0.770  C9 1.156
2 H -1.444 1.936 2.188  C5 1.089
3 H 0.344 -3.152 0.560  N17 1.120
4 H 0.943 -3.947 -0.926  N17 1.014
5 C -0.990 1.218 1.507  H2 1.089, C7 1.401, C11 1.395
6 C 0.514 -1.881 -1.036  O8 1.169, C14 1.480, N17 1.429
7 C -0.078 1.508 0.483  C5 1.401, C12 1.409, N15 1.485
8 O 1.027 -1.681 -2.066  C6 1.169
9 C -1.153 -1.061 0.670  H1 1.156, C11 1.359, C14 1.424
10 H -2.000 -0.430 2.511  C11 1.128
11 C -1.432 -0.103 1.592  C5 1.395, C9 1.359, H10 1.128
12 C 0.303 0.483 -0.406  C7 1.409, H13 1.166, C14 1.381
13 H 1.205 0.803 -1.072  C12 1.166
14 C -0.245 -0.785 -0.392  C6 1.480, C9 1.424, C12 1.381
15 N 0.189 2.968 0.505  C7 1.485, O16 1.227
16 O 1.156 3.218 -0.206  N15 1.227
17 N 0.344 -3.217 -0.558  H3 1.120, H4 1.014, C6 1.429

=====

relative energy (zero: lowest compared OMol25 entry of this formula, charge and spin) of number 2 (C7H6N2O)?
5.6851 eV

=====

The lowest E belongs to which entry?
C7H6N2O2

=====

Copy entry 3 word for word.
The following is a quantum chemistry calculation of an isolated molecule of C7H6N2O2 in a non-equilibrium geometry, from the Open Molecules 2025 dataset.

Output
* E: -530.22836 hartree
* orbital gap: 8.7 eV
* relative energy (zero: lowest compared OMol25 entry of this formula, charge and spin): 3.8821 eV
* SMILES string: NC(=O)c1cccc(N=O)c1

Bonds (Å) are listed after each position.
CARTESIAN COORDINATES (ANGSTROEM)
1 H -1.762 -2.039 0.770  C9 1.156
2 H -1.444 1.936 2.188  C5 1.089
3 H 0.344 -3.152 0.560  N17 1.120
4 H 0.943 -3.947 -0.926  N17 1.014
5 C -0.990 1.218 1.507  H2 1.089, C7 1.401, C11 1.395
6 C 0.514 -1.881 -1.036  O8 1.169, C14 1.480, N17 1.429
7 C -0.078 1.508 0.483  C5 1.401, C12 1.409, N15 1.485
8 O 1.027 -1.681 -2.066  C6 1.169
9 C -1.153 -1.061 0.670  H1 1.156, C11 1.359, C14 1.424
10 H -2.000 -0.430 2.511  C11 1.128
11 C -1.432 -0.103 1.592  C5 1.395, C9 1.359, H10 1.128
12 C 0.303 0.483 -0.406  C7 1.409, H13 1.166, C14 1.381
13 H 1.205 0.803 -1.072  C12 1.166
14 C -0.245 -0.785 -0.392  C6 1.480, C9 1.424, C12 1.381
15 N 0.189 2.968 0.505  C7 1.485, O16 1.227
16 O 1.156 3.218 -0.206  N15 1.227
17 N 0.344 -3.217 -0.558  H3 1.120, H4 1.014, C6 1.429